(1)
Density functional theory data (the ωB97M-V functional and the def2-TZVPD basis) for a molecular structure, C20H23N2O8OsSi.

- multiplicity = 1
- net charge = -1
- strongest force on any atom (eV/Å) = 1.3
- Kohn-Sham gap (eV) = 7.724
- lowest unoccupied orbital energy (eV) = 2.700
- ΔE to the lowest compared entry with this formula, charge and spin (kcal per mole) = 1.7

```
55
C20H23N2O8OsSi the ωB97M-V functional and the def2-TZVPD basis
Os 0.5850 -0.5117 -0.9100
N -0.7088 0.6007 0.3847
C -0.1153 0.7599 1.7410
C 1.4039 0.7575 1.6627
O 2.0879 1.1249 2.6193
N 1.8141 0.3084 0.4868
C 3.1993 0.1902 0.1193
C 3.2626 0.5876 -1.3473
O 4.2276 1.0902 -1.8834
O 2.1458 0.3604 -2.0098
H -1.5267 -0.0110 0.4318
H -1.0160 1.5167 0.0687
H -0.4609 1.6816 2.2071
H -0.4213 -0.0775 2.3696
H 3.8583 0.8110 0.7244
H 3.5176 -0.8563 0.2056
O 1.5440 -2.1974 -1.9003
C 0.4950 -2.4575 -2.5430
O -0.5115 -1.7119 -2.4044
H 0.4629 -3.3170 -3.2203
O -3.3423 -3.5607 2.0009
C -2.1996 -3.8614 2.6400
C -2.2551 -4.7423 3.7216
C -1.1039 -5.0605 4.4158
C 0.1245 -4.5171 4.0491
C 0.1830 -3.6575 2.9677
C -0.9626 -3.3208 2.2502
C -0.8724 -2.3778 1.0891
O -1.9410 -1.9307 0.5984
O 0.2882 -2.0511 0.7067
H -3.0828 -2.8838 1.3152
H -3.2158 -5.1562 3.9991
H -1.1634 -5.7413 5.2568
H 1.0212 -4.7630 4.6018
H 1.1211 -3.2236 2.6481
C 0.4952 1.3327 -4.0982
Si -0.2333 1.2028 -2.3744
C -2.0976 0.9386 -2.5960
C -0.0668 2.9046 -1.5306
C 1.1807 3.3815 -1.1070
C 1.3104 4.6128 -0.4836
C 0.1905 5.4054 -0.2629
C -1.0548 4.9594 -0.6740
C -1.1762 3.7226 -1.2998
H -0.0955 2.0421 -4.6846
H 0.4660 0.3621 -4.5997
H 1.5312 1.6623 -4.0658
H -2.5154 1.6756 -3.2881
H -2.6703 0.9948 -1.6665
H -2.2546 -0.0571 -3.0134
H 2.0650 2.7841 -1.2706
H 2.2874 4.9505 -0.1611
H 0.2904 6.3644 0.2308
H -1.9342 5.5700 -0.5055
H -2.1605 3.3899 -1.6118
```

From a natural (NBO) analysis of the wavefunction, the atomic charges in e read: number 1, Os, carries 1.020; number 2, N, carries -0.751; number 3, C, carries -0.311; number 4, C, carries 0.644; number 5, O, carries -0.690; number 6, N, carries -0.594; number 7, C, carries -0.348; number 8, C, carries 0.787; number 9, O, carries -0.639; number 10, O, carries -0.690; number 11, H, carries 0.439; number 12, H, carries 0.411; number 13, H, carries 0.211; number 14, H, carries 0.223; number 15, H, carries 0.233; number 16, H, carries 0.208; number 17, O, carries -0.632; number 18, C, carries 0.634; number 19, O, carries -0.659; number 20, H, carries 0.115; number 21, O, carries -0.703; number 22, C, carries 0.433; number 23, C, carries -0.318; number 24, C, carries -0.177; number 25, C, carries -0.278; number 26, C, carries -0.131; number 27, C, carries -0.288; number 28, C, carries 0.794; number 29, O, carries -0.758; number 30, O, carries -0.735; number 31, H, carries 0.513; number 32, H, carries 0.213; number 33, H, carries 0.202; number 34, H, carries 0.208; number 35, H, carries 0.236; number 36, C, carries -1.134; number 37, Si, carries 1.546; number 38, C, carries -1.158; number 39, C, carries -0.426; number 40, C, carries -0.218; number 41, C, carries -0.201; number 42, C, carries -0.222; number 43, C, carries -0.231; number 44, C, carries -0.242; number 45, H, carries 0.219; number 46, H, carries 0.235; number 47, H, carries 0.259; number 48, H, carries 0.221; number 49, H, carries 0.218; number 50, H, carries 0.258; number 51, H, carries 0.228; number 52, H, carries 0.211; number 53, H, carries 0.203; number 54, H, carries 0.202; number 55, H, carries 0.206

(2)
Density functional theory data (the ωB97M-V functional and the def2-TZVPD basis) for a molecular structure, C38H36F2LuN6O3S.

- multiplicity = 1
- net charge = +1
- strongest force on any atom (eV/Å) = 3.7
- Kohn-Sham gap (eV) = 4.091
- lowest unoccupied orbital energy (eV) = -4.806
- ΔE to the lowest compared entry with this formula, charge and spin (kcal per mole) = 38.6

```
87
C38H36F2LuN6O3S the ωB97M-V functional and the def2-TZVPD basis
Lu -1.5529 -0.1775 0.1499
C 5.6770 -0.7632 -0.1910
C 5.0457 0.6208 0.0021
C 5.2817 1.4803 -1.2910
C 5.8601 1.2536 1.1350
C 3.5707 0.5420 0.2761
C 3.0689 -0.5139 1.0661
C 1.7427 -0.6627 1.2734
N 0.7631 0.1064 0.6882
C 1.2569 1.2145 0.0986
C 2.6276 1.4780 -0.1435
C 0.2875 2.2217 -0.2517
C 0.6998 3.5348 -0.5385
C -0.2266 4.5462 -0.9247
C -1.5360 4.0829 -1.0588
C -1.8805 2.7430 -0.9582
N -0.9952 1.8262 -0.5296
C 0.2017 5.9718 -1.0826
C -0.2965 6.8289 0.0848
C 1.7404 6.1265 -1.1456
C -0.3217 6.5360 -2.3508
H 6.7190 -0.6048 -0.5553
H 5.2135 -1.4231 -0.8974
H 5.7058 -1.2891 0.7508
H 6.3247 1.4840 -1.5040
H 4.9020 2.5502 -1.2271
H 4.8615 1.0508 -2.2202
H 6.9472 1.1058 1.0194
H 5.6600 0.8409 2.1480
H 5.6693 2.3945 1.1647
H 3.8044 -1.1965 1.5105
H 1.3837 -1.5334 1.8094
H 2.7957 2.3122 -0.8625
H 1.7165 3.8632 -0.3708
H -2.3041 4.8569 -1.2820
H -2.9110 2.4203 -1.1136
H 0.2743 6.7235 1.0243
H -1.3022 6.4841 0.4422
H -0.2433 7.9343 -0.1844
H 2.2892 5.8586 -0.2271
H 1.9716 7.2155 -1.3158
H 2.1038 5.6019 -2.0202
H -1.3866 6.7296 -2.3660
H -0.2733 5.8293 -3.1841
H 0.2040 7.4787 -2.6182
F -6.6471 1.0224 -1.8157
C -5.9791 0.7099 -0.6999
C -4.6252 0.4125 -0.9150
C -3.8651 0.1304 0.1661
C -4.3984 0.2420 1.4809
C -5.7712 0.4740 1.6571
F -6.3704 0.3206 2.8534
C -6.5688 0.7446 0.5387
C -3.4539 0.0795 2.5907
C -3.8474 0.2312 3.9351
C -2.9615 -0.1602 4.9374
C -1.6400 -0.5299 4.6206
C -1.2892 -0.5828 3.2722
N -2.2060 -0.2763 2.2782
H -4.2483 0.3536 -1.9246
H -7.6589 0.8097 0.6937
H -4.8888 0.5334 4.1443
H -3.2805 -0.1409 5.9869
H -0.9092 -0.8036 5.3874
H -0.3120 -0.8155 2.9073
O 3.1191 -7.4711 -1.6136
S 2.1750 -8.4029 -2.2420
O 2.4020 -9.8165 -2.1928
O 1.5256 -7.9661 -3.4495
C 0.6478 -7.9324 -1.1957
N -0.0897 -8.8339 -0.6598
C -1.2068 -8.3802 -0.0179
C -1.5327 -7.0686 0.0105
C -0.6271 -6.1758 -0.6041
N 0.4599 -6.6309 -1.1650
C -0.9668 -4.7909 -0.9066
C -2.1978 -4.2152 -0.5771
C -2.4524 -2.8607 -0.8104
N -1.4852 -2.0428 -1.2322
C -0.3515 -2.5895 -1.8255
C -0.0683 -3.9286 -1.6354
H -1.8589 -9.1181 0.3967
H -2.4534 -6.7709 0.5194
H -2.9683 -4.8278 -0.1131
H -3.4950 -2.4463 -0.8027
H 0.2359 -1.8694 -2.3440
H 0.9695 -4.2998 -1.8625
```

From a Mulliken analysis of the wavefunction, the atomic charges in e read: number 1, Lu, carries 1.452; number 2, C, carries -1.810; number 3, C, carries 1.886; number 4, C, carries -1.769; number 5, C, carries -1.360; number 6, C, carries 0.732; number 7, C, carries -0.961; number 8, C, carries -0.834; number 9, N, carries -0.272; number 10, C, carries -0.087; number 11, C, carries -0.479; number 12, C, carries 0.274; number 13, C, carries -0.323; number 14, C, carries 0.094; number 15, C, carries -0.617; number 16, C, carries -0.452; number 17, N, carries -0.458; number 18, C, carries 2.226; number 19, C, carries -1.486; number 20, C, carries -2.047; number 21, C, carries -1.786; number 22, H, carries 0.434; number 23, H, carries 0.423; number 24, H, carries 0.443; number 25, H, carries 0.475; number 26, H, carries 0.288; number 27, H, carries 0.397; number 28, H, carries 0.394; number 29, H, carries 0.342; number 30, H, carries 0.313; number 31, H, carries 0.259; number 32, H, carries 0.601; number 33, H, carries 0.550; number 34, H, carries 0.710; number 35, H, carries 0.366; number 36, H, carries 0.373; number 37, H, carries 0.366; number 38, H, carries 0.344; number 39, H, carries 0.367; number 40, H, carries 0.370; number 41, H, carries 0.462; number 42, H, carries 0.460; number 43, H, carries 0.401; number 44, H, carries 0.427; number 45, H, carries 0.415; number 46, F, carries -0.303; number 47, C, carries 0.343; number 48, C, carries -0.405; number 49, C, carries -0.419; number 50, C, carries -0.301; number 51, C, carries 0.659; number 52, F, carries -0.300; number 53, C, carries -0.774; number 54, C, carries 1.210; number 55, C, carries -1.243; number 56, C, carries -0.257; number 57, C, carries -0.903; number 58, C, carries 0.179; number 59, N, carries -0.096; number 60, H, carries 0.570; number 61, H, carries 0.444; number 62, H, carries 0.494; number 63, H, carries 0.427; number 64, H, carries 0.406; number 65, H, carries 0.228; number 66, O, carries -0.662; number 67, S, carries 1.139; number 68, O, carries -0.615; number 69, O, carries -0.660; number 70, C, carries 0.195; number 71, N, carries -0.493; number 72, C, carries -0.470; number 73, C, carries -0.575; number 74, C, carries 0.425; number 75, N, carries -0.252; number 76, C, carries 1.281; number 77, C, carries -0.761; number 78, C, carries -0.178; number 79, N, carries -0.520; number 80, C, carries -0.802; number 81, C, carries -0.307; number 82, H, carries 0.446; number 83, H, carries 0.267; number 84, H, carries 0.288; number 85, H, carries 0.351; number 86, H, carries 0.570; number 87, H, carries 0.465

(3)
Density functional theory data (the ωB97M-V functional and the def2-TZVPD basis) for a molecular structure, C14H46Ba2F3O12.

- multiplicity = 1
- net charge = +3
- strongest force on any atom (eV/Å) = 2.4
- Kohn-Sham gap (eV) = 4.750
- lowest unoccupied orbital energy (eV) = -10.419
- ΔE to the lowest compared entry with this formula, charge and spin (kcal per mole) = 0.0

```
77
C14H46Ba2F3O12 the ωB97M-V functional and the def2-TZVPD basis
Ba 3.6502 -3.5969 2.4675
Ba -0.1222 -3.5353 0.9080
C 1.5127 -0.5444 0.8193
O 0.1242 -0.8039 0.6052
O 2.0441 -1.6985 1.3107
C 2.1764 0.1231 -0.4041
F 1.8252 -0.4840 -1.5471
F 1.8646 1.3978 -0.5078
F 3.5177 0.0379 -0.2806
C -0.7167 0.3226 0.2555
C -2.1768 -0.0732 0.4378
H -2.7594 0.8176 0.6714
H -2.5896 -0.4975 -0.4790
H -2.3635 -0.7906 1.2391
H -0.5967 0.6390 -0.7807
H -0.4619 1.1418 0.9306
H 1.5114 0.2671 1.5731
C -1.5611 4.2403 1.2894
O -2.0906 4.4720 2.5702
H -2.3938 4.0250 0.6102
H -1.1653 5.1533 0.8287
H -0.8229 3.4507 1.1045
H -1.3537 4.6343 3.1683
C -3.5376 -3.2670 -1.1744
O -2.6250 -3.9438 -0.2803
H -2.9855 -2.8566 -2.0166
H -4.2951 -3.9656 -1.5249
H -4.0485 -2.4581 -0.6629
H -2.6870 -4.8761 -0.5154
C -0.4166 -2.1931 -2.6744
O 0.0506 -3.2415 -1.7896
H -1.0264 -1.4914 -2.0989
H 0.4151 -1.5368 -2.9188
H -0.9759 -2.5615 -3.5261
H 0.5374 -3.8775 -2.3257
C -6.6117 0.5253 -1.3937
O -5.3511 -0.1440 -1.1669
H -7.3352 0.1706 -0.6582
H -6.5129 1.5985 -1.2623
H -6.9522 0.3392 -2.4118
H -5.5364 -1.0764 -1.3017
C -0.2050 4.3313 -2.5726
O 0.2700 5.2667 -1.6129
H 0.0007 4.6464 -3.5983
H 0.2448 3.3475 -2.3948
H -1.2866 4.2780 -2.4677
H 1.1946 5.4504 -1.8002
C -3.0735 -2.7143 3.4707
O -1.6828 -2.6266 3.0114
H -3.2987 -3.7405 3.7544
H -3.2032 -2.0336 4.3068
H -3.7130 -2.4274 2.6426
H -1.1555 -2.8375 3.7912
C 1.9570 3.0027 2.7117
O 2.4288 4.2033 3.2407
H 1.1647 3.0934 1.9498
H 2.7081 2.5032 2.0668
H 1.6026 2.3195 3.4801
H 2.7700 4.7442 2.5221
C 3.9877 0.0048 3.8790
O 4.2055 -1.4234 3.9889
H 3.5205 0.1985 2.9199
H 3.3789 0.3498 4.7130
H 4.9286 0.5541 3.9211
H 4.7062 -1.6057 4.7940
C 5.1270 -2.5323 -0.8332
O 4.9303 -2.1520 0.5514
H 4.1973 -2.9224 -1.2593
H 5.4644 -1.6678 -1.3963
H 5.8664 -3.3281 -0.8611
H 4.3698 -1.3595 0.5490
C 2.2276 0.0601 -5.0471
O 0.8413 0.2864 -4.7943
H 2.5924 -0.6713 -4.3228
H 2.4743 -0.3882 -6.0130
H 2.7455 1.0133 -4.9327
H 0.5552 0.9344 -5.4460
```

From a Mulliken analysis of the wavefunction, the atomic charges in e read: number 1, Ba, carries 1.753; number 2, Ba, carries 1.731; number 3, C, carries -0.235; number 4, O, carries 0.103; number 5, O, carries -0.636; number 6, C, carries 0.743; number 7, F, carries -0.175; number 8, F, carries -0.154; number 9, F, carries -0.436; number 10, C, carries -0.143; number 11, C, carries -0.892; number 12, H, carries 0.459; number 13, H, carries 0.164; number 14, H, carries -0.111; number 15, H, carries 0.347; number 16, H, carries 0.155; number 17, H, carries -0.008; number 18, C, carries -0.333; number 19, O, carries -0.525; number 20, H, carries 0.313; number 21, H, carries 0.390; number 22, H, carries -0.207; number 23, H, carries 0.310; number 24, C, carries -0.538; number 25, O, carries -0.316; number 26, H, carries 0.252; number 27, H, carries 0.480; number 28, H, carries -0.096; number 29, H, carries 0.257; number 30, C, carries -0.230; number 31, O, carries -0.318; number 32, H, carries -0.027; number 33, H, carries -0.102; number 34, H, carries 0.516; number 35, H, carries 0.207; number 36, C, carries -0.583; number 37, O, carries -0.423; number 38, H, carries 0.275; number 39, H, carries 0.220; number 40, H, carries 0.264; number 41, H, carries 0.253; number 42, C, carries -0.381; number 43, O, carries -0.470; number 44, H, carries 0.339; number 45, H, carries 0.017; number 46, H, carries 0.246; number 47, H, carries 0.275; number 48, C, carries -0.727; number 49, O, carries -0.295; number 50, H, carries 0.329; number 51, H, carries 0.336; number 52, H, carries 0.229; number 53, H, carries 0.239; number 54, C, carries -0.226; number 55, O, carries -0.546; number 56, H, carries 0.038; number 57, H, carries 0.189; number 58, H, carries 0.275; number 59, H, carries 0.317; number 60, C, carries -0.469; number 61, O, carries -0.462; number 62, H, carries -0.046; number 63, H, carries 0.350; number 64, H, carries 0.410; number 65, H, carries 0.271; number 66, C, carries -0.653; number 67, O, carries -0.516; number 68, H, carries 0.248; number 69, H, carries 0.274; number 70, H, carries 0.346; number 71, H, carries 0.356; number 72, C, carries -0.525; number 73, O, carries -0.500; number 74, H, carries 0.131; number 75, H, carries 0.310; number 76, H, carries 0.281; number 77, H, carries 0.302

(4)
Density functional theory data (the ωB97M-V functional and the def2-TZVPD basis) for 3 unconnected molecules or ions with the total composition C4H10N2OS.

- multiplicity = 1
- strongest force on any atom (eV/Å) = 3.0
- Kohn-Sham gap (eV) = 6.305
- lowest unoccupied orbital energy (eV) = -0.138
- ΔE to the lowest compared entry with this formula, charge and spin (kcal per mole) = 140.7

```
18
C4H10N2OS the ωB97M-V functional and the def2-TZVPD basis
C 2.5750 -0.5712 -1.6478
C 2.0913 -1.3579 -2.7841
C -2.3897 0.4427 1.4156
C -3.3155 -0.0574 2.4535
N 0.6125 0.9876 -0.4559
N 1.2668 1.5342 0.5867
O 3.5688 -0.4626 -1.0114
S -4.0188 -1.5151 2.4254
H 1.4473 -0.7445 -3.4121
H 1.4830 -2.1585 -2.3645
H 2.9062 -1.7870 -3.3742
H -2.7709 1.3724 0.9924
H -1.4210 0.6786 1.8603
H -2.2634 -0.2905 0.6237
H -3.5248 0.6137 3.2814
H 1.6830 0.9270 1.2916
H 1.8789 2.2857 0.2877
H 0.1914 0.1027 -0.1684
```

From a natural (NBO) analysis of the wavefunction, the atomic charges in e read: number 1, C, carries 0.603; number 2, C, carries -0.772; number 3, C, carries -0.691; number 4, C, carries -0.234; number 5, N, carries -0.509; number 6, N, carries -0.597; number 7, O, carries -0.505; number 8, S, carries 0.030; number 9, H, carries 0.262; number 10, H, carries 0.262; number 11, H, carries 0.228; number 12, H, carries 0.241; number 13, H, carries 0.236; number 14, H, carries 0.225; number 15, H, carries 0.190; number 16, H, carries 0.349; number 17, H, carries 0.366; number 18, H, carries 0.316

no.,highest occupied orbital energy (eV)
1,-5.02
2,-8.90
3,-15.17
4,-6.44